No. 1
The following is a DFT calculation (wB97M-V/def2-TZVPD) of C17H25IO2S in the gas phase.

Output
**HOMO**: -9.1 eV
**SMILES**: CCC[C@@](OC(=O)CCCS)(c1ccccc1)[C@@H](I)CC
**Net charge**: 0
**Gap between HOMO and LUMO**: 9.535 eV
**E_LUMO**: 0.48 eV

```
46
Properties=species:S:1:pos:R:3:forces:R:3:mulliken_charge:R:1
I -1.1516 0.7839 -3.9788 -0.141 -0.125 0.199 0.056
S 5.9218 -0.6180 0.8812 -0.179 0.021 -0.245 -0.236
O 1.7817 0.7390 -2.1778 -1.077 -0.328 0.405 -0.474
O 0.5610 -0.0715 -0.3852 0.526 1.522 -0.788 0.105
C -4.1393 -0.4271 1.2148 2.606 -0.844 1.078 -0.871
C 2.7707 1.0823 -0.0340 0.188 -1.124 0.077 -0.838
C -1.1489 2.6220 0.5105 0.499 0.538 -0.626 -0.628
C 4.1756 -1.0187 0.3798 -0.170 0.542 0.117 -0.784
C 1.6227 0.5745 -0.9981 1.860 0.787 0.646 0.594
C -3.1866 0.0223 0.2167 0.033 -0.320 0.197 -0.122
C -0.9740 1.9081 -0.9042 -0.847 0.371 0.730 -0.994
C 0.0775 2.4734 1.4844 -1.147 0.743 0.735 -0.837
C -1.7479 -0.1854 0.2668 -0.314 -1.286 2.552 -0.425
C 3.1302 -0.0124 1.0525 0.716 -0.375 -1.024 -0.116
C -1.2372 -0.9069 1.4464 -2.350 0.338 0.312 0.079
C -2.1625 -1.3689 2.4960 -0.892 1.285 -1.819 -0.691
C -1.1898 -0.4297 -2.1790 0.944 -0.957 0.382 -0.808
C -0.3074 -1.7120 -2.4655 -1.011 -0.746 -0.654 -0.507
C -0.7404 0.3512 -0.8391 -2.602 -0.577 -0.009 1.056
C -0.7476 -2.9770 -1.5880 0.001 0.357 -0.752 -1.042
C -3.6062 -1.1248 2.3952 1.576 0.466 -1.542 -0.466
H -2.1391 2.3811 0.9880 1.165 -0.136 -0.430 0.287
H -4.2666 -1.4925 3.2124 0.518 0.404 -0.842 0.344
H 3.9884 -2.0732 0.7010 0.406 0.891 -0.132 0.382
H -3.5977 0.5674 -0.6692 0.371 -0.518 0.822 0.293
H -1.2187 3.7245 0.2645 0.011 -1.077 0.255 0.482
H 0.1608 -3.5966 -1.3904 -0.842 0.490 0.260 0.276
H -0.2395 2.4722 -1.5313 -0.378 -0.761 0.495 0.589
H 0.8739 3.1783 1.1432 -0.349 -0.910 0.267 0.238
H 0.4192 1.4274 1.6626 -0.125 0.875 -0.430 0.058
H -0.5488 -2.0082 -3.5273 0.405 0.418 1.020 0.550
H 2.5692 2.0977 0.3799 -0.249 -0.969 -0.240 0.149
H 3.6554 0.4465 1.9234 -0.750 -0.412 -0.534 0.441
H -2.2441 -0.8076 -2.0771 1.015 0.777 -0.131 0.577
H 3.6865 1.1892 -0.6828 -1.082 0.032 0.483 0.401
H -1.9743 2.0490 -1.4099 1.114 -0.269 0.307 0.454
H -1.7452 -1.8823 3.3919 -0.430 0.448 -0.877 0.370
H -5.2395 -0.2723 1.1317 1.175 0.010 -0.132 0.375
H -0.1613 -1.1078 1.6282 -0.910 0.266 -0.488 0.079
H 4.1424 -1.0001 -0.7374 -0.208 -0.009 0.907 0.348
H -0.2636 2.8624 2.4902 0.456 -0.373 -0.952 0.384
H 2.2482 -0.6303 1.3524 0.558 0.878 -0.029 -0.098
H 0.7908 -1.5256 -2.4458 -0.991 0.066 0.206 0.240
H -1.4476 -3.6246 -2.1912 0.658 0.717 0.601 0.357
H -1.3056 -2.6682 -0.6709 0.802 -0.417 -0.539 0.252
H 6.1547 0.5893 0.2695 -0.559 -0.711 0.165 0.121
```
Forces are in eV/Å.

=====

No. 2
The following is a DFT calculation (wB97M-V/def2-TZVPD) of a molecular structure, C17H25IrN3O6Se2.

Output
**HOMO (alpha / beta)**: -11.7 / -11.8 eV
**Net charge**: +1
**Gap between HOMO and LUMO (alpha / beta)**: 6.749 / 6.827 eV
**E_LUMO (alpha / beta)**: -4.97 / -4.93 eV

```
54
Properties=species:S:1:pos:R:3:forces:R:3:mulliken_charge:R:1
Ir 0.4702 -0.3804 0.1361 1.609 -3.736 2.944 1.735
Se 2.6308 -2.3848 0.0631 -1.043 0.528 -0.439 0.278
Se -0.1531 -1.7330 -2.1698 0.948 0.380 0.435 0.122
O 3.7353 1.5500 2.1208 0.181 0.034 -0.281 -0.663
O -1.8467 -2.5193 3.0963 -0.172 -0.192 -0.277 -0.648
O 2.1892 -1.2014 6.1624 0.153 -0.024 0.396 -0.501
O -0.9601 0.6778 -1.2372 0.590 -0.430 1.058 -0.669
O -1.0191 -1.7944 1.1555 -0.030 0.901 -3.251 -0.520
O 2.3512 0.7576 0.5646 -1.402 0.342 -2.674 -0.704
N -3.0046 1.6223 -1.1526 0.231 -0.093 -0.084 0.276
N 0.9544 -0.5716 2.3252 -0.172 0.795 -1.745 -0.337
N -1.1228 2.8975 -1.6438 -0.085 -0.195 0.004 0.251
C 0.5866 -1.6106 4.4157 0.269 0.237 -0.097 -0.425
C -1.0236 -1.9634 2.4103 1.214 0.514 2.219 0.031
C 2.8019 0.8809 1.7495 -0.265 -0.512 1.910 0.258
C -1.6780 1.7148 -1.3376 -0.104 0.717 0.242 0.233
C 1.3743 -2.9725 -2.4818 -0.166 0.148 0.316 -0.823
C -1.9216 4.0427 -2.0378 -0.390 0.231 -0.067 -0.665
C 4.3643 -1.5452 0.3084 -0.060 0.310 0.020 -1.009
C 0.2323 -1.3580 3.1054 -1.061 -0.582 -0.161 0.012
C -3.9111 2.6919 -1.5238 -0.125 0.416 -0.168 -0.657
C 1.7504 -1.0134 4.9236 -0.381 -0.010 -0.700 0.947
C 0.3155 3.0433 -1.7217 0.340 -0.270 0.019 -0.875
C 2.6521 -2.3829 -1.9180 0.044 0.159 0.235 -0.913
C -1.5207 -2.9931 -1.6274 0.009 -0.047 0.392 -0.869
C -3.5827 0.3716 -0.7093 0.105 -0.328 0.072 -0.874
C 2.4980 -0.1791 4.0763 -0.204 -0.254 -0.043 -0.619
C 2.0597 0.0051 2.7843 0.512 0.653 -0.185 0.321
C -3.2587 3.5662 -2.5841 0.045 0.037 0.262 -0.716
H -4.8316 2.2415 -1.9004 0.050 0.015 0.039 0.425
H -4.4060 0.5755 -0.0267 -0.017 0.034 -0.024 0.419
H 3.5199 -2.9676 -2.2346 -0.076 0.047 0.089 0.488
H 2.7869 -1.3438 -2.2332 0.066 -0.138 0.053 0.424
H -2.8295 -0.2135 -0.1822 -0.154 0.011 0.001 0.116
H -2.0826 4.7060 -1.1787 0.081 -0.002 -0.104 0.291
H 3.4045 0.2942 4.4148 0.087 0.131 0.004 0.593
H 0.8058 2.2645 -1.1354 -0.009 0.189 -0.080 0.114
H 1.1534 -3.9419 -2.0339 -0.109 0.057 -0.031 0.455
H 4.5822 -1.5077 1.3739 -0.092 -0.048 -0.013 0.348
H 5.1192 -2.1471 -0.1945 -0.131 -0.093 -0.006 0.424
H -1.3652 4.5960 -2.7976 -0.026 -0.031 0.075 0.427
H -1.2770 -3.4087 -0.6534 -0.006 0.038 -0.021 0.275
H 0.5972 4.0140 -1.3144 -0.020 -0.020 -0.019 0.399
H -1.6182 -3.7708 -2.3787 0.088 0.069 -0.152 0.461
H -3.9558 -0.2062 -1.5594 -0.070 -0.016 0.034 0.320
H 1.6069 -1.7702 6.6868 0.027 0.090 -0.209 0.322
H -4.1623 3.2994 -0.6455 -0.048 -0.111 -0.050 0.279
H -2.4462 -2.4269 -1.5520 0.042 -0.001 -0.010 0.202
H -3.1043 2.9938 -3.4999 -0.006 -0.014 -0.031 0.313
H 4.3374 -0.5343 -0.0900 -0.021 -0.003 -0.010 0.302
H -0.0321 -2.2596 5.0181 -0.133 -0.054 -0.038 0.474
H -3.8962 4.4167 -2.8154 -0.015 0.018 -0.004 0.366
H 0.6596 2.9728 -2.7571 0.023 0.048 0.034 0.332
H 1.4705 -3.0946 -3.5633 -0.119 0.053 0.120 0.455
```
Forces are in eV/Å.

=====

No. 3
The following is a DFT calculation (wB97M-V/def2-TZVPD) of a molecular structure, C17H25MoN2O2S8.

Output
**HOMO**: -10.6 eV
**Net charge**: +1
**Gap between HOMO and LUMO**: 6.162 eV
**Energy relative to the best compared isomer or geometry (same formula, charge and spin)**: 143.55 kcal per mole
**E_LUMO**: -4.41 eV

```
55
Properties=species:S:1:pos:R:3:forces:R:3:mulliken_charge:R:1
Mo 0.7242 -0.6126 -0.4440 1.926 0.314 -0.324 -0.913
S -1.6735 0.5210 -3.1185 -0.020 -0.124 0.061 -0.157
S 3.3793 -0.7453 -0.0758 -0.552 0.005 0.396 0.052
S -0.5725 -3.2426 -2.3594 -0.012 -0.023 0.008 -0.045
S -0.7766 0.9004 0.3446 0.367 -0.259 -0.348 0.614
S 2.5266 -1.9743 -1.5530 0.005 -0.031 -0.036 0.118
S 4.5860 6.2512 2.8658 -0.041 0.008 -0.018 -0.339
S -3.5093 -0.8782 -0.2724 -0.089 0.028 0.037 -0.110
S 2.9425 1.0471 -2.6318 0.067 0.162 -0.232 -0.170
O 1.2467 -2.8104 1.3084 0.032 -0.026 0.133 -0.659
O 0.6583 -0.9935 2.4818 -0.003 0.011 0.201 -0.085
N 2.7166 6.8883 4.5980 0.028 -0.034 0.038 -0.368
N 0.3165 3.1274 2.2617 -0.034 0.124 0.082 -0.063
C 0.9164 -1.6378 1.3205 -0.398 -0.228 0.291 1.011
C 2.9230 -0.2103 -1.6469 -0.942 -0.206 -0.020 0.342
C -0.9993 -2.0707 -3.6698 0.046 0.042 -0.125 -0.861
C 2.1403 5.0491 3.1764 0.035 0.003 -0.071 0.930
C -2.0695 0.6341 1.5698 0.001 -0.067 0.173 -1.013
C -2.8551 -2.4716 -0.8273 0.030 0.019 0.061 -0.870
C -1.3986 2.1069 -0.8546 -0.093 0.063 0.010 -0.902
C -0.3753 -0.6710 -3.5795 0.068 0.044 0.173 0.585
C 2.5767 3.8607 2.6010 -0.078 0.074 0.071 -0.674
C 3.1305 6.0863 3.6029 0.008 0.020 0.038 0.103
C 0.8440 -1.7649 3.6867 -0.013 0.020 -0.022 -0.823
C -2.8236 -0.6863 1.3986 0.052 0.043 -0.098 -0.587
C -0.8259 1.8716 -2.2463 0.124 -0.040 -0.156 -0.278
C -0.0908 4.2645 2.8202 -0.072 0.074 -0.005 -0.511
C -1.3243 -2.6193 -0.8427 0.081 0.030 0.081 1.198
C 0.7689 5.2452 3.2942 0.047 -0.048 -0.043 -0.680
C 1.6339 2.9461 2.1734 0.083 -0.187 0.047 -0.341
H 0.3589 6.1572 3.7064 -0.009 0.006 -0.021 0.426
H -3.6522 -0.7050 2.1066 0.089 -0.015 0.095 0.589
H -2.0808 -2.0232 -3.8054 -0.009 0.030 0.048 0.416
H 0.4886 -1.1352 4.4962 0.010 0.001 0.014 0.252
H 0.2434 1.6525 -2.2255 -0.005 0.066 0.110 -0.231
H -2.4835 1.9979 -0.8606 -0.003 0.044 0.005 0.550
H 0.4340 -0.6878 -2.8321 -0.208 0.154 -0.266 -0.847
H -1.1628 4.4148 2.8891 0.001 -0.019 -0.004 0.411
H -0.6076 -2.5809 -4.5517 -0.037 -0.023 0.001 0.380
H -2.7299 1.4999 1.5393 0.006 0.018 -0.050 0.660
H -0.9402 -1.6508 -0.4338 -0.153 -0.027 -0.147 -1.168
H 0.0833 -0.3902 -4.5265 -0.034 0.032 -0.020 0.570
H -3.2773 -3.2671 -0.2147 -0.041 -0.014 -0.050 0.410
H -0.9969 -3.3404 -0.0925 0.029 -0.025 -0.032 0.388
H 3.6356 3.6735 2.4947 -0.002 -0.006 -0.020 0.371
H 0.2772 -2.6920 3.6385 -0.008 -0.004 0.007 0.320
H 1.9638 1.9979 1.7574 -0.083 -0.018 -0.082 0.336
H 1.8975 -2.0012 3.8253 0.000 -0.008 -0.009 0.293
H -1.5265 0.6448 2.5150 -0.093 0.061 0.051 0.377
H -0.9261 2.7920 -2.8214 -0.090 -0.020 -0.016 0.594
H 1.9247 6.6516 5.1709 -0.014 0.012 -0.014 0.206
H -2.1610 -1.5189 1.6372 -0.014 -0.026 -0.054 0.139
H -3.2707 -2.5795 -1.8289 0.025 -0.010 -0.009 0.422
H -1.1275 3.0985 -0.4905 -0.015 -0.014 0.057 0.406
H 3.3528 7.5928 4.9338 0.005 -0.004 0.004 0.224
```
Forces are in eV/Å.

=====

No. 4
The following is a DFT calculation (wB97M-V/def2-TZVPD) of a molecular structure, C17H25N3O2.

Output
**HOMO**: -8.9 eV
**Net charge**: 0
**Gap between HOMO and LUMO**: 9.427 eV
**Energy relative to the best compared isomer or geometry (same formula, charge and spin)**: 359.61 kcal per mole
**E_LUMO**: 0.56 eV

```
47
Properties=species:S:1:pos:R:3:forces:R:3:mulliken_charge:R:1
O 0.9034 -1.3148 1.5090 -1.590 -2.101 -3.709 -0.820
O -0.6434 0.1155 -3.1509 -0.062 1.059 1.918 -0.595
N 0.6523 1.2489 -1.3150 -6.161 -3.936 -5.823 -0.018
N 1.5855 -3.0001 -0.6291 4.824 -3.177 5.482 -0.729
N -0.8431 -0.6255 0.4353 -3.540 6.361 0.130 0.416
C -0.7572 -4.4881 -1.5355 -4.186 0.528 -1.111 -1.381
C 3.0998 1.8754 -0.3168 11.248 3.683 -13.563 -1.363
C -2.2427 1.2687 0.9326 1.163 2.668 2.180 0.280
C 4.7504 1.5794 -0.0289 -2.006 7.627 -0.827 -1.315
C -2.5249 1.0131 -0.5714 4.322 -4.769 7.391 -1.951
C -0.5555 0.4294 -1.9806 4.073 0.713 2.381 -0.340
C 1.5715 1.8873 -2.1986 -0.670 -9.693 4.896 -1.930
C -0.5578 0.7621 2.7245 0.649 -6.467 0.153 -0.350
C -1.2098 0.5151 1.4817 2.617 -2.834 -1.236 0.658
C -2.6327 2.3404 1.8349 -0.486 -1.605 -4.244 -0.610
C -1.4606 -0.0663 -0.7905 -1.533 -4.328 -3.803 0.552
C 0.1306 -1.4975 0.4516 3.841 4.053 8.454 0.707
C -1.3468 1.5077 3.5406 6.940 -3.792 2.228 -0.755
C -0.9146 -3.4920 -0.3730 4.054 -3.034 0.822 -0.095
C 0.2880 -2.4787 -0.5107 -0.499 0.467 -4.511 0.288
C 2.8376 1.4730 -1.7959 6.462 -2.969 -0.951 0.146
C -2.0710 2.4000 3.0947 -10.671 7.875 -2.638 -0.368
H 2.7937 1.4042 0.3258 -7.227 -8.449 11.846 0.976
H 5.4041 2.2359 -0.7577 -1.302 -1.638 1.143 0.263
H 3.0563 2.8484 -0.4101 -0.869 5.151 0.970 0.362
H -0.9598 1.7832 4.4270 1.161 -0.264 3.779 0.471
H 1.9126 -3.2593 0.4761 -1.501 0.086 -3.324 0.364
H -1.9556 -1.0634 -1.2115 0.585 2.344 0.084 0.217
H 4.9439 2.0359 0.9619 0.092 -0.878 -0.309 0.363
H 1.3240 1.6220 -3.0607 -2.068 -1.827 -7.639 0.771
H -2.4546 1.7962 -1.0917 0.946 6.120 -4.213 0.693
H -0.4219 -4.2002 0.5984 -2.433 2.338 -1.996 0.270
H 3.0243 0.2950 -1.9217 -0.461 2.468 0.031 0.134
H 3.5823 2.0366 -2.6436 -1.203 -1.480 2.711 0.289
H -1.1407 -3.9457 -2.4471 -0.030 -0.551 0.601 0.314
H 0.5106 1.2381 -0.3798 0.327 0.701 3.406 0.234
H 0.1596 -4.8125 -1.8876 2.265 -0.497 0.375 0.414
H -1.9549 -3.0632 -0.4152 1.348 -0.401 0.919 0.235
H -1.4307 -5.3883 -1.3985 0.722 0.975 -0.118 0.329
H 4.8675 0.6098 -0.1284 1.108 -4.683 -0.235 0.477
H -3.3876 3.0007 1.3642 0.524 0.032 1.059 0.380
H -3.4346 0.6783 -0.5501 -5.297 -2.280 -0.690 0.654
H -2.7337 3.0686 3.7674 1.820 -0.662 -0.721 0.251
H 0.3272 -1.9252 -1.4914 -1.433 -0.284 0.331 -0.229
H 2.4939 -2.4370 -0.6813 -2.609 0.325 -0.908 0.316
H 1.5433 2.7423 -2.0064 -0.856 13.673 1.841 0.877
H 0.2275 -0.1557 3.3110 -2.399 3.352 -2.558 0.150
```
Forces are in eV/Å.

=====

No. 5
The following is a DFT calculation (wB97M-V/def2-TZVPD) of C17H25N3O3 in the gas phase.

Output
**HOMO**: -8.4 eV
**SMILES**: Cc1ccc(NC(=O)C(=O)NCCCN2CCOCC2)c(C)c1
**Net charge**: 0
**Gap between HOMO and LUMO**: 8.948 eV
**Energy relative to the best compared isomer or geometry (same formula, charge and spin)**: 40.42 kcal per mole
**E_LUMO**: 0.59 eV

```
48
Properties=species:S:1:pos:R:3:forces:R:3:mulliken_charge:R:1
O 4.1438 -2.9610 0.2280 0.050 -0.068 0.154 -0.388
O 0.0352 2.6595 -0.6268 0.056 0.030 -0.073 -0.740
O -0.5933 0.3012 1.8701 -0.104 -0.004 -0.058 -0.721
N 3.6190 -0.3295 -0.6524 0.045 -0.166 -0.011 -0.016
N -1.8854 0.9948 0.0824 0.050 0.456 -0.491 -0.025
N 1.2908 2.0595 1.1853 -0.011 -0.304 0.306 -0.028
C -0.8113 0.9865 0.8846 -0.016 -0.121 0.080 0.700
C 3.4295 1.1022 -0.7215 0.012 0.088 0.100 -1.024
C -3.8358 1.4662 -1.9425 -0.003 -0.062 0.081 -1.669
C 2.8309 -2.5371 -0.0574 -0.343 0.204 0.084 -0.849
C -4.4575 -1.4124 1.1749 -0.132 0.087 -0.198 -0.950
C -6.7073 -2.0170 0.2360 0.048 -0.063 -0.048 -1.445
C -3.0650 0.2478 0.1362 -0.394 -0.415 0.205 0.631
C 3.6620 1.8954 0.5865 -0.217 0.014 -0.171 -0.375
C 0.2249 2.0043 0.3866 0.086 0.198 -0.003 0.372
C -4.0412 0.4610 -0.8467 0.113 0.004 0.058 0.914
C 5.0722 -2.2601 -0.5652 0.287 0.284 -0.052 -0.699
C 2.4862 2.8175 0.9156 0.327 0.184 -0.114 -1.066
C -5.4400 -1.2183 0.2136 0.019 0.008 0.076 0.623
C -5.2099 -0.2800 -0.7847 0.109 -0.062 0.161 -0.736
C -3.2813 -0.6895 1.1404 0.168 0.027 0.068 -0.672
C 4.9706 -0.7503 -0.3378 -0.058 -0.339 -0.094 -0.517
C 2.6669 -1.0357 0.1837 0.079 -0.317 -0.146 0.036
H -2.9573 1.2212 -2.5399 0.068 0.058 -0.089 0.373
H 1.2829 1.4069 1.9616 -0.103 0.053 -0.117 0.258
H 2.2646 3.4720 0.0692 0.033 0.021 0.124 0.350
H -4.6988 1.4816 -2.6031 -0.005 0.034 -0.045 0.377
H 1.6548 -0.7303 -0.0888 -0.034 -0.011 0.043 0.066
H 4.5687 2.4960 0.5128 0.052 -0.004 0.085 0.331
H 6.0591 -2.6303 -0.2821 -0.028 0.040 -0.069 0.359
H 5.6657 -0.2312 -1.0008 0.056 0.001 0.013 0.429
H 4.8898 -2.4743 -1.6291 0.050 0.027 0.070 0.360
H 2.4054 1.2651 -1.0663 0.026 0.077 -0.060 0.475
H 3.7958 1.1997 1.4175 0.086 0.004 0.061 0.376
H -3.7045 2.4691 -1.5351 0.036 0.113 -0.047 0.372
H 2.7252 3.4322 1.7898 -0.062 0.020 -0.141 0.398
H 2.5876 -2.7608 -1.1069 -0.020 0.020 0.085 0.395
H 5.2474 -0.5311 0.7082 0.026 0.019 -0.036 0.291
H -1.7986 1.6660 -0.6789 0.124 -0.120 0.227 0.198
H 2.8185 -0.8382 1.2593 -0.057 0.022 -0.009 0.178
H 2.1731 -3.1074 0.6001 -0.014 0.041 -0.071 0.373
H -4.6126 -2.1359 1.9616 -0.018 -0.073 0.097 0.384
H -6.5673 -2.9525 -0.3070 -0.083 -0.076 -0.015 0.283
H -7.5201 -1.4713 -0.2373 -0.097 -0.007 -0.006 0.369
H -5.9681 -0.1204 -1.5390 -0.077 0.045 -0.093 0.318
H -2.5229 -0.8427 1.8900 0.037 -0.002 0.036 0.508
H -6.9921 -2.2617 1.2567 -0.080 -0.034 0.044 0.376
H 4.0998 1.4731 -1.5013 -0.085 0.070 -0.002 0.448
```
Forces are in eV/Å.

=====

| no. | F_max (eV Å⁻¹) | DFT total energy (eV) |
| --- | --- | --- |
| 1 | 2.94 | -41063.455 |
| 2 | 5.02 | -168314.659 |
| 3 | 1.98 | -113637.009 |
| 4 | 18.00 | -26586.505 |
| 5 | 0.67 | -28648.561 |